ORCA calculation (wB97M-V/def2-TZVPD) on an isolated molecule of C23H23NO8S.

```
56
Properties=species:S:1:pos:R:3:forces:R:3:mulliken_charge:R:1
C -1.232397 -4.220591 0.119302 -0.04 0.45 -0.17 -1.7528
C -1.221217 -2.759857 -0.305993 0.04 0.00 0.46 0.9438
C -2.085361 -1.902093 0.623879 0.16 -0.45 0.17 -1.2716
N -2.104110 -0.540849 0.119829 -0.30 0.81 0.68 0.4021
S -2.896918 0.534122 1.148442 0.28 0.04 -0.34 1.4578
O -4.318176 0.504220 0.946976 0.02 0.17 -0.24 -0.7413
O -2.390381 0.307925 2.468438 0.27 -0.07 0.07 -0.7079
C -2.237916 2.079804 0.525187 -0.27 -0.49 0.09 -0.1876
C -3.052779 3.051818 -0.023262 -0.13 -0.10 0.04 -0.1167
C -2.478354 4.211037 -0.526445 0.03 -0.01 0.05 -0.7204
C -1.105413 4.381439 -0.476912 0.13 -0.09 0.03 -0.6534
C -0.295871 3.401144 0.093495 -0.25 -0.17 0.03 0.3415
C 1.181382 3.579525 0.119689 -0.07 0.30 -0.35 0.3120
O 1.802681 4.303209 -0.613551 -0.06 -0.06 0.10 -0.6187
O 1.723043 2.816096 1.075594 -0.01 -0.22 0.32 -0.1595
C 3.142367 2.693339 1.129809 0.50 0.16 -0.15 -1.2034
C 3.565361 1.373034 0.536507 0.22 0.19 -0.42 1.0223
C 4.494153 1.319235 -0.442259 -0.33 0.21 0.42 -0.5138
C 4.913576 0.068632 -1.050797 0.47 0.14 -0.41 0.0160
O 5.745613 -0.043288 -1.913305 -0.29 0.00 0.29 -0.6221
O 4.292212 -1.067857 -0.600704 0.06 -0.27 -0.12 -0.5112
C 3.357435 -1.041035 0.371864 -0.65 0.25 0.70 -0.2819
C 2.803742 -2.261538 0.744883 0.07 0.03 -0.09 -0.2861
C 1.839659 -2.310426 1.738800 0.38 0.54 -0.24 0.7069
O 1.281833 -3.472177 2.137748 -0.13 -0.26 0.12 -0.5296
C 1.426470 -1.127662 2.366375 -0.12 -0.34 0.07 -0.6953
C 1.981497 0.073263 2.005388 0.19 -0.16 -0.18 -0.6727
C 2.952508 0.152571 0.995426 0.10 -0.48 -0.17 0.7435
C -0.871081 2.238019 0.596073 0.24 0.25 0.00 -0.2346
C -2.621289 -0.487434 -1.231333 -0.01 -0.15 -0.60 -0.8989
C -1.744474 -1.371819 -2.128495 -0.10 0.49 -0.15 0.4756
C -2.272777 -1.423757 -3.554365 0.19 -0.06 0.46 -1.6381
O -1.711136 -2.691155 -1.630001 -0.11 -0.18 -0.10 -0.4677
H -0.600890 -4.801706 -0.546822 0.08 -0.09 -0.04 0.3837
H -2.244913 -4.608526 0.055612 -0.13 -0.08 0.00 0.4223
H -0.876049 -4.311160 1.140664 0.03 -0.05 0.09 0.3610
H -0.193503 -2.355116 -0.285495 -0.13 -0.05 0.02 0.1475
H -1.671118 -1.871702 1.630696 0.03 -0.20 -0.01 0.5302
H -3.103329 -2.316005 0.660453 0.06 -0.09 0.01 0.3437
H -4.118046 2.882631 -0.050352 -0.13 0.03 -0.05 0.5196
H -3.101998 4.977270 -0.960578 -0.05 0.05 -0.02 0.4211
H -0.640399 5.271339 -0.873732 0.03 0.07 -0.05 0.4761
H 3.602575 3.522814 0.584220 -0.04 -0.16 0.17 0.5236
H 3.420574 2.743260 2.187185 -0.08 0.02 -0.13 0.3188
H 4.971662 2.205250 -0.829230 0.02 0.07 -0.05 0.4473
H 3.144309 -3.157179 0.246393 0.04 -0.12 -0.06 0.4093
H 1.659730 -4.213100 1.646163 -0.03 0.13 0.05 0.3096
H 0.671608 -1.182997 3.133461 -0.10 0.01 0.13 0.4129
H 1.663826 0.972066 2.507069 -0.07 0.07 0.05 0.5058
H -0.276287 1.450736 1.028716 0.18 -0.04 0.03 0.3266
H -2.586889 0.550585 -1.566976 -0.02 -0.05 -0.19 0.5210
H -3.662091 -0.839877 -1.262590 0.06 0.02 -0.09 0.2955
H -0.720375 -0.957189 -2.113222 -0.13 -0.05 -0.01 0.2077
H -1.642132 -2.075474 -4.151763 0.05 -0.03 -0.09 0.4016
H -3.282646 -1.823910 -3.556562 -0.14 -0.03 -0.03 0.3865
H -2.277497 -0.428880 -3.989577 -0.01 0.11 -0.09 0.3922
```
Positions in Å, forces in eV/Å.

Properties
2S+1: 1
ΔE to the lowest compared entry with this formula, charge and spin: 0.0 kJ/mol
SMILES string: C[C@@H]1CN(S(=O)(=O)c2cccc(C(=O)OCc3cc(=O)oc4cc(O)ccc34)c2)C[C@H](C)O1
HOMO energy: -0.3237 Ha
Frontier orbital gap: 8.6 eV

ORCA calculation (wB97M-V/def2-TZVPD) on a cluster of 2 separate species, CH4N3S2 in total.

```
10
Properties=species:S:1:pos:R:3:forces:R:3:mulliken_charge:R:1
C 1.111744 0.146283 0.068570 -2.80 -5.24 -1.19 0.6726
N 2.343414 -0.069360 -0.216289 0.18 1.23 0.07 -0.0348
N -0.155645 -1.430176 -0.338140 2.81 1.09 2.31 -0.5437
N 0.422316 1.211002 0.300464 -1.60 2.88 -0.73 -0.3527
S 3.643230 -1.164237 -0.081728 -0.20 -0.68 -0.01 0.0832
S 3.804364 0.885680 -0.052449 -0.15 0.35 0.02 0.0238
H -0.450679 -1.623615 0.693475 0.74 0.16 -2.11 0.3133
H 0.461897 -2.295839 -0.643076 -1.08 2.27 1.02 0.2685
H 0.772744 2.140090 -0.051230 -0.11 -1.20 0.85 0.2464
H -0.646277 1.249358 0.373069 2.21 -0.84 -0.22 0.3234
```
Positions in Å, forces in eV/Å.

Properties
2S+1: 1
ΔE to the lowest compared entry with this formula, charge and spin: 347.8 kJ/mol
HOMO energy (spin up / spin down): -0.5078 / -0.5078 Ha
Frontier orbital gap (spin up / spin down): 8.0 / 8.0 eV
Net charge: +1

ORCA calculation (wB97M-V/def2-TZVPD) on a cluster of 2 separate species, C5H12OS in total.

```
19
Properties=species:S:1:pos:R:3:forces:R:3:mulliken_charge:R:1
C -1.369184 -1.718441 -0.027405 0.35 -0.13 -0.38 -1.0074
C -0.054211 -1.962970 -0.048552 -0.62 -0.79 0.52 0.9303
C 0.667909 -2.541139 -1.216578 0.40 -0.27 0.12 -1.2817
O 0.695253 -1.795490 1.085191 -0.01 0.82 -0.10 -0.5093
H -1.971302 -2.297188 -0.715128 -0.08 0.74 -0.52 0.2441
H -1.849149 -1.038349 0.658098 -0.02 -0.50 0.53 0.3484
H -0.001677 -2.826794 -2.019023 -0.15 0.00 -0.02 0.3549
H 1.373552 -1.801254 -1.614950 -0.13 -0.04 0.07 0.2938
H 1.257182 -3.412729 -0.918178 0.01 -0.08 -0.07 0.3646
H 1.539083 -2.242874 0.995862 0.19 0.16 -0.17 0.3081
C -0.850245 1.662941 0.329472 -0.44 0.24 -0.58 -0.8576
C 0.186182 2.749238 0.111906 0.66 0.29 1.01 -0.4237
S 1.333604 2.723895 1.570625 0.08 0.30 -0.36 -0.2514
H -1.669817 2.017237 0.958473 0.21 -0.08 0.16 0.3442
H -0.422730 0.757673 0.754050 0.08 0.04 0.04 0.0236
H -1.299690 1.394071 -0.631524 0.05 -0.07 0.09 0.3585
H 0.770844 2.628146 -0.796026 -0.06 -0.13 -0.02 0.3063
H -0.219193 3.755637 0.153918 -0.35 -0.08 -0.38 0.3382
H 1.883590 3.948392 1.369767 -0.16 -0.42 0.06 0.1162
```
Positions in Å, forces in eV/Å.

Properties
2S+1: 1
ΔE to the lowest compared entry with this formula, charge and spin: 131.5 kJ/mol
SMILES string: C=C(C)O.CCS
HOMO energy: -0.3161 Ha
Frontier orbital gap: 9.4 eV

ORCA calculation (wB97M-V/def2-TZVPD) on a cluster of 2 separate species, C28H26BClF14NO6S in total.

```
78
Properties=species:S:1:pos:R:3:forces:R:3:mulliken_charge:R:1
C 1.822251 0.698097 1.846339 0.43 -1.11 0.63 -0.6061
C 3.076192 0.666855 0.788274 -0.46 0.63 -0.78 -0.2680
C 3.340535 -0.812929 0.093809 0.60 0.54 -0.28 -0.3269
C 3.413367 -2.053560 1.162431 0.30 1.85 0.80 -0.0866
O 3.736919 -3.364545 0.580683 -2.99 1.22 -0.04 -0.3954
C 2.557286 -4.040553 0.020764 0.97 -2.31 -2.63 -0.2797
O 1.806291 -3.406828 -1.091060 1.32 -0.72 2.27 -0.6214
B 0.349941 -3.389979 -0.757426 1.60 0.92 0.63 0.7885
F 0.219222 -2.015804 -0.136200 -0.56 -0.97 0.55 -0.3659
C -0.749746 -3.340470 -1.986931 -1.04 -0.34 -1.19 -0.6875
C -2.235738 -3.603562 -1.269927 0.76 0.71 -0.41 -0.4787
C -3.499050 -3.329070 -2.306928 2.96 -0.53 -1.06 0.7132
F -3.562132 -1.892483 -2.671392 -0.51 -4.12 1.04 -0.2994
F -3.128817 -4.054230 -3.579825 -1.57 2.04 3.27 -0.3530
C -4.922045 -3.982854 -1.818105 -0.83 -1.20 -2.02 0.4855
F -4.675122 -5.254000 -1.104723 -0.99 4.12 -2.10 -0.2682
F -5.697412 -4.312026 -3.071615 1.94 0.72 3.96 -0.3164
C -5.876910 -2.910113 -0.958153 2.35 0.88 -1.78 0.5427
F -6.426439 -1.994779 -2.022009 1.51 -2.79 4.13 -0.2646
F -4.893850 -2.184891 -0.068164 -3.90 -2.13 -2.72 -0.2577
C -7.010575 -3.713992 -0.105674 1.98 -4.10 1.11 0.7894
F -7.578677 -4.916198 -0.792261 2.37 4.47 1.80 -0.2419
F -6.309353 -4.259950 1.117321 -1.96 1.66 -4.58 -0.2469
S -8.448173 -2.714306 0.528725 -4.44 0.77 3.11 1.1264
F -7.946173 -3.034059 2.170220 -1.35 1.27 -3.32 -0.3111
F -9.397397 -4.170036 0.622486 1.78 3.05 -0.02 -0.3197
F -9.136899 -2.455978 -1.016027 2.04 -0.28 3.02 -0.2690
F -7.598636 -1.231775 0.551412 -1.59 -3.27 -0.46 -0.2798
F -9.798066 -1.880457 1.201617 2.79 -1.57 -1.51 -0.2906
O 0.259627 -4.540805 0.206782 0.55 -1.19 0.16 -0.6014
C 1.502023 -4.824448 0.999409 -2.59 2.46 -1.07 0.7601
N 1.127314 -4.246705 2.345635 -0.03 -0.26 0.19 -0.7674
C 2.029328 -6.396956 1.046490 -0.27 0.15 1.02 -0.4584
C 1.126807 -7.369433 2.014192 -5.38 -4.09 -3.62 0.2455
O 0.172046 -8.192763 1.518637 6.66 5.61 3.48 -0.5015
Cl 1.308457 -7.379309 3.887690 0.08 0.23 -2.31 -0.1821
H 1.350678 1.769626 2.005571 1.06 -2.23 -0.44 0.1512
H 2.235783 0.301467 2.891317 -0.98 0.99 -2.06 0.2155
H 0.996946 -0.101895 1.525067 1.70 1.96 0.46 0.1044
H 2.769115 1.388273 -0.109794 0.76 -1.52 1.83 0.1869
H 4.064855 1.147291 1.241891 -2.13 -1.17 -0.72 0.2681
H 4.395174 -0.749777 -0.430429 -2.03 -0.16 0.92 0.2602
H 2.539755 -0.925605 -0.751540 1.43 -0.27 1.90 0.1046
H 4.308797 -1.794830 1.908550 -1.84 -0.69 -1.60 0.2873
H 2.440399 -2.021287 1.811564 1.75 -0.52 -1.36 -0.0202
H 3.065549 -4.954993 -0.554777 -0.61 1.88 1.36 0.2271
H -0.765006 -2.304394 -2.572626 0.09 -2.12 1.49 0.1921
H -0.488757 -4.156161 -2.797351 -0.90 1.39 1.58 0.1525
H -2.189047 -4.698629 -0.856878 -0.61 2.15 -0.88 0.2950
H -2.298216 -2.832234 -0.378714 -0.14 -1.61 -1.81 0.1963
H 0.328276 -4.800075 2.772214 1.39 0.64 -1.01 0.3407
H 0.707738 -3.274786 2.235782 0.87 -1.79 -0.44 0.2595
H 3.118358 -6.373679 1.498809 -2.20 0.01 -0.97 0.3177
H 2.016778 -6.836766 -0.046962 -0.17 0.81 2.46 0.3608
C 6.172865 8.036407 -0.793541 -0.38 0.02 -0.04 -0.4317
C 6.348860 6.897917 -0.007492 -0.37 -0.12 0.04 -0.4742
C 5.242136 6.146258 0.390551 0.29 0.16 -0.07 -0.4943
C 3.953432 6.541172 0.011397 0.65 0.16 -0.02 0.1336
C 3.775719 7.693116 -0.753832 0.64 0.07 -0.01 0.1826
C 4.889056 8.436309 -1.167175 0.30 -0.09 0.10 -0.5649
C 2.417791 8.146610 -1.117768 -0.22 1.13 -0.77 0.5671
O 2.261004 9.156449 -1.792949 0.10 -0.52 0.36 -0.6891
C 1.252099 7.370941 -0.649175 -0.64 -0.06 0.05 0.3902
C -0.042737 7.821360 -0.937908 -0.29 -0.17 0.10 -0.6484
C -1.150606 7.086651 -0.509952 0.40 0.13 -0.08 -0.3728
C -0.969230 5.898525 0.197391 0.37 -0.02 0.03 -0.5992
C 0.319437 5.450393 0.491261 -0.28 0.10 -0.04 -0.3896
C 1.432074 6.193614 0.075335 -0.66 -0.09 0.02 0.0870
C 2.790100 5.730002 0.422009 0.17 -1.44 0.85 0.4931
O 2.950282 4.688317 1.047650 -0.10 0.78 -0.42 -0.6759
H 7.036019 8.617092 -1.111492 -0.17 -0.10 0.05 0.3828
H 7.348541 6.593406 0.294322 -0.20 0.03 -0.06 0.3913
H 5.387563 5.255703 0.999780 -0.23 0.18 -0.18 0.4807
H 4.758977 9.329170 -1.776204 -0.15 -0.24 0.17 0.4439
H -0.193018 8.746309 -1.492427 0.22 -0.23 0.11 0.4407
H -2.155201 7.440952 -0.730707 0.20 -0.06 0.02 0.3801
H -1.831921 5.322235 0.524606 0.19 0.09 -0.06 0.4068
H 0.453182 4.524439 1.048131 0.15 0.25 -0.15 0.5541
```
Positions in Å, forces in eV/Å.

Properties
2S+1: 1
HOMO energy: -0.2218 Ha
Frontier orbital gap: 5.1 eV
Net charge: -1

ORCA calculation (wB97M-V/def2-TZVPD) on an isolated molecule of C5H7NO.

```
14
Properties=species:S:1:pos:R:3:forces:R:3:mulliken_charge:R:1
C -1.099484 -1.213010 -0.294997 0.12 0.03 -0.02 -0.3214
C 0.204658 -1.089904 -0.513920 -0.12 -0.01 0.06 -0.7778
C 0.652935 0.269180 -0.103403 -0.04 -0.19 0.15 1.0832
C 2.001890 0.582995 0.363972 0.17 -0.07 0.26 -0.7069
O 1.531510 1.020422 -0.919452 -0.02 0.09 -0.24 -0.4955
N -0.513005 0.951720 0.401128 0.04 0.08 -0.12 -0.4223
C -1.674547 0.068281 0.255536 -0.15 -0.08 0.00 -0.3966
H -1.694840 -2.107571 -0.444781 0.08 0.14 -0.03 0.4036
H 0.889511 -1.841668 -0.890849 -0.13 0.11 0.05 0.3757
H 2.116867 1.360229 1.118210 -0.01 -0.05 -0.16 0.2528
H 2.791309 -0.169075 0.327809 -0.12 0.12 0.01 0.2303
H -0.620758 1.836271 -0.081086 0.01 -0.10 0.10 0.2803
H -2.155066 -0.100520 1.229134 0.05 0.00 -0.15 0.2388
H -2.440873 0.485469 -0.413681 0.13 -0.06 0.10 0.2557
```
Positions in Å, forces in eV/Å.

Properties
2S+1: 1
ΔE to the lowest compared entry with this formula, charge and spin: 189.3 kJ/mol
SMILES string: C1=C[C@]2(CO2)NC1
HOMO energy: -0.3232 Ha
Frontier orbital gap: 9.9 eV